{
  "formula": "C5H12N2O",
  "method": "wB97M-V/def2-TZVPD",
  "symbols": ["C", "N", "C", "C", "C", "N", "C", "O", "H", "H", "H", "H", "H", "H", "H", "H", "H", "H", "H", "H"],
  "xyz": [[2.096, -1.971, -1.003], [1.288, -0.904, -0.491], [-0.054, -1.243, -0.110], [-0.720, -0.137, 0.708], [-1.013, 1.193, 0.079], [0.218, 1.964, -0.024], [-2.092, 1.928, 0.863], [-3.201, 1.508, 1.038], [2.483, -2.571, -0.171], [2.934, -1.638, -1.606], [1.473, -2.703, -1.521], [1.334, 0.035, -0.849], [-0.735, -1.406, -0.950], [-0.084, -2.141, 0.510], [-0.160, -0.007, 1.644], [-1.641, -0.555, 1.075], [-1.392, 1.096, -0.901], [0.916, 1.687, 0.642], [0.135, 2.948, -0.202], [-1.787, 2.918, 1.269]],
  "atomic_forces_ev_per_a": [[-0.3, -0.6, 0.5], [-0.2, 0.4, 0.8], [-0.4, 0.9, 0.1], [0.1, -1.0, 1.0], [1.0, 1.0, 0.9], [0.1, -0.6, -0.4], [-0.1, 0.1, 0.2], [-0.1, -0.1, 0.0], [0.3, 0.2, 0.1], [-0.1, 0.1, -0.1], [0.1, 0.1, -0.7], [0.4, -0.2, -0.5], [0.0, -0.4, -0.5], [0.2, -0.1, -0.1], [0.2, 0.3, -0.2], [-0.8, -0.2, -0.1], [-0.7, -0.5, -1.3], [0.1, 0.4, 0.2], [0.0, 0.1, 0.2], [0.0, 0.0, 0.0]],
  "nbo_charge": [-0.4009, -0.6689, -0.1984, -0.4040, -0.1726, -0.8673, 0.4471, -0.5113, 0.1769, 0.2058, 0.1691, 0.3887, 0.1561, 0.1906, 0.2010, 0.2310, 0.2087, 0.3772, 0.3744, 0.0967],
  "total_charge": 0,
  "e_lumo_ev": 1.1,
  "multiplicity": 1,
  "molar_mass_g_mol": 116.16,
  "max_force_ev_per_a": 1.729
}

=====

{
  "formula": "C5H12N2O",
  "method": "wB97M-V/def2-TZVPD",
  "symbols": ["C", "C", "N", "C", "C", "C", "N", "O", "H", "H", "H", "H", "H", "H", "H", "H", "H", "H", "H", "H"],
  "xyz": [[1.615, 0.907, 1.929], [0.303, 1.072, 1.261], [0.156, 0.637, -0.136], [0.981, 0.997, -1.247], [-1.123, 0.040, -0.437], [-0.908, -1.366, -1.069], [-1.676, -2.451, -0.484], [-0.632, 1.535, 1.841], [2.479, 0.884, 1.269], [1.735, 1.731, 2.660], [1.750, 0.003, 2.515], [0.521, 1.795, -1.849], [1.072, 0.159, -1.953], [1.913, 1.503, -0.956], [-1.663, -0.078, 0.519], [-1.752, 0.726, -1.029], [-1.230, -1.305, -2.114], [0.133, -1.612, -0.928], [-1.120, -2.923, 0.223], [-2.554, -2.254, -0.015]],
  "atomic_forces_ev_per_a": [[1.4, 0.7, 0.3], [0.9, 0.2, 1.2], [-1.8, 0.0, -0.2], [0.7, 1.1, -0.4], [-0.5, 0.6, 1.5], [-1.4, -0.8, -0.4], [0.8, 0.3, 1.0], [-0.4, -0.3, -1.0], [-0.1, 0.2, -0.3], [-0.1, -0.4, -0.5], [-0.7, -0.4, 0.0], [-0.6, -0.1, 0.2], [0.4, 0.1, 0.4], [-0.1, -0.9, 0.1], [0.3, 0.1, -0.4], [0.4, -0.3, -0.3], [0.7, 0.1, 0.0], [0.3, -0.2, -0.5], [0.0, -0.2, -0.2], [-0.2, 0.4, -0.6]],
  "nbo_charge": [-0.7518, 0.6806, -0.1152, -0.4743, -0.2791, -0.2291, -0.7384, -0.4174, 0.2415, 0.2831, 0.2831, 0.2713, 0.2646, 0.2579, 0.2545, 0.2669, 0.2349, 0.2108, 0.3726, 0.3834],
  "total_charge": 1,
  "e_lumo_ev": [-3.3, -8.0],
  "multiplicity": 2,
  "molar_mass_g_mol": 116.16,
  "max_force_ev_per_a": 1.791
}

=====

{
  "formula": "C5H12N2O",
  "method": "wB97M-V/def2-TZVPD",
  "symbols": ["C", "C", "C", "N", "H", "H", "H", "H", "H", "H", "H", "C", "N", "C", "O", "H", "H", "H", "H", "H"],
  "xyz": [[0.900, 1.861, -1.827], [1.489, 1.643, -0.472], [0.803, 1.268, 0.628], [1.355, 1.049, 1.954], [-0.166, 2.115, -1.697], [1.366, 2.747, -2.318], [0.884, 0.984, -2.487], [2.578, 1.653, -0.429], [-0.286, 1.019, 0.615], [0.883, 1.488, 2.739], [2.331, 1.231, 2.037], [-0.583, -1.253, -0.798], [-1.419, -1.342, 0.307], [-1.832, -2.634, 0.863], [-0.218, -2.278, -1.393], [-0.301, -0.217, -1.161], [-1.954, -0.518, 0.453], [-2.420, -3.232, 0.124], [-2.494, -2.368, 1.728], [-0.917, -3.216, 1.134]],
  "atomic_forces_ev_per_a": [[-1.1, 1.4, 0.7], [1.7, -0.7, -2.1], [-1.3, -1.4, 5.2], [-1.2, 1.7, -4.1], [0.2, -0.1, -0.1], [0.0, -0.9, 0.2], [0.6, 0.0, 0.2], [0.0, 0.3, 0.2], [1.0, 0.8, 0.0], [-0.7, -0.7, 0.1], [1.1, -0.1, -0.1], [-0.6, -2.9, -0.7], [1.6, 0.5, -1.4], [-0.5, 0.0, -0.1], [0.0, 2.4, 1.1], [-0.5, -0.9, 0.5], [-0.6, 0.3, 0.5], [0.5, 0.5, 0.5], [0.8, -0.7, -0.6], [-0.9, 0.5, 0.0]],
  "nbo_charge": [-0.7076, 0.0495, 0.0715, -0.5603, 0.2432, 0.2811, 0.3011, 0.2322, 0.2354, 0.4298, 0.4023, 0.5011, -0.6318, -0.4234, -0.5688, 0.0941, 0.3821, 0.2229, 0.2167, 0.2290],
  "total_charge": 1,
  "e_lumo_ev": [-4.1, -8.2],
  "multiplicity": 2,
  "molar_mass_g_mol": 116.16,
  "max_force_ev_per_a": 5.579
}

=====

{
  "formula": "C5H12N2O",
  "method": "wB97M-V/def2-TZVPD",
  "symbols": ["O", "C", "C", "C", "C", "C", "N", "N", "H", "H", "H", "H", "H", "H", "H", "H", "H", "H", "H", "H"],
  "xyz": [[-1.521, -1.060, -1.553], [-1.964, -0.707, -0.493], [-0.985, -0.625, 0.761], [0.108, 0.451, 0.706], [1.244, 0.014, -0.213], [3.026, 1.038, -1.351], [2.054, 1.231, -0.530], [-1.819, -0.356, 2.040], [-3.000, -0.911, -0.143], [-0.562, -1.657, 0.933], [-0.312, 1.402, 0.447], [0.650, 0.397, 1.647], [0.849, -0.487, -1.107], [1.718, -0.835, 0.401], [3.692, 1.911, -1.828], [3.378, 0.016, -1.575], [1.890, 2.245, -0.287], [-2.809, -0.735, 1.930], [-2.207, 0.578, 2.168], [-1.342, -0.587, 2.811]],
  "atomic_forces_ev_per_a": [[-0.8, 1.3, 0.9], [1.7, -2.8, 0.9], [-0.1, 0.7, -0.1], [0.3, -1.9, 0.2], [-0.4, 0.8, 0.4], [6.4, 0.4, -5.0], [-3.5, 0.3, 3.1], [-4.8, 1.1, -4.9], [-0.4, 0.8, -0.7], [-0.4, 1.0, -0.3], [-0.1, 0.7, 0.0], [-0.6, 0.9, 0.6], [0.4, 0.5, -0.2], [0.4, 1.4, -1.0], [-1.9, -2.0, 1.5], [-0.3, 0.7, 0.2], [-0.6, -2.2, 0.1], [1.7, -1.1, 0.6], [1.3, 1.0, -0.2], [1.9, -1.6, 4.0]],
  "nbo_charge": [-0.4000, 0.4111, -0.1294, -0.4412, -0.1958, -0.3006, -0.6254, -0.6736, 0.1134, 0.2576, 0.2276, 0.2279, 0.2173, 0.1848, 0.2040, 0.1811, 0.4213, 0.4446, 0.4399, 0.4354],
  "total_charge": 1,
  "e_lumo_ev": [-4.3, -4.3],
  "multiplicity": 2,
  "molar_mass_g_mol": 116.16,
  "max_force_ev_per_a": 8.123
}

=====

{
  "formula": "C5H12N2O",
  "method": "wB97M-V/def2-TZVPD",
  "symbols": ["O", "C", "C", "C", "C", "C", "N", "N", "H", "H", "H", "H", "H", "H", "H", "H", "H", "H", "H", "H"],
  "xyz": [[-1.033, -1.826, 0.708], [-0.347, -2.086, -0.477], [-0.057, -0.649, -1.104], [0.935, 0.024, -0.336], [0.757, 1.066, 0.652], [-0.524, 1.536, 1.074], [1.838, 1.605, 1.169], [-1.288, 0.039, -1.331], [0.603, -2.583, -0.272], [0.363, -0.850, -2.101], [-1.199, -2.648, 1.198], [1.974, -0.221, -0.531], [-1.208, 0.769, 1.448], [-0.622, 2.517, 1.528], [2.766, 1.407, 0.821], [1.782, 2.248, 1.947], [-0.211, 2.059, -0.781], [-2.055, -0.466, -1.750], [-0.930, -2.661, -1.204], [-1.544, 0.718, -0.658]],
  "atomic_forces_ev_per_a": [[-0.1, 0.1, 0.1], [0.4, -1.2, 1.2], [-1.1, 2.0, -1.2], [0.1, -0.8, 0.1], [0.8, 0.7, 0.3], [0.4, 0.6, -1.1], [0.2, -0.1, -0.1], [0.8, -0.3, 0.1], [0.0, -0.1, -0.3], [0.4, -0.5, 0.0], [0.0, 0.1, -0.1], [0.0, -0.4, 0.0], [-0.7, 0.1, -1.1], [0.2, 0.0, 0.1], [0.1, 0.0, 0.0], [0.0, 0.2, 0.0], [-1.0, -0.8, 2.1], [0.0, -0.1, -0.1], [0.1, 0.4, -0.2], [-0.8, 0.0, 0.3]],
  "nbo_charge": [-0.7355, 0.0347, -0.2251, 0.2026, 0.1322, -0.2471, -0.6304, -0.6824, 0.2162, 0.3417, 0.5305, 0.2619, 0.2950, 0.2745, 0.4451, 0.4524, 0.2646, 0.4371, 0.2399, 0.3921],
  "total_charge": 2,
  "e_lumo_ev": -12.2,
  "multiplicity": 1,
  "molar_mass_g_mol": 116.16,
  "max_force_ev_per_a": 2.585
}

=====

{
  "formula": "C5H12N2O2",
  "method": "wB97M-V/def2-TZVPD",
  "symbols": ["C", "C", "O", "N", "C", "N", "H", "H", "H", "H", "H", "H", "H", "H", "C", "C", "O", "H", "H", "H", "H"],
  "xyz": [[2.278, 0.019, -0.115], [1.507, 1.144, 0.522], [1.970, 1.747, 1.490], [0.209, 1.417, 0.040], [-0.354, 0.956, -1.229], [-0.424, 2.586, 0.559], [2.398, 0.140, -1.193], [3.272, -0.037, 0.343], [1.782, -0.923, 0.129], [-1.392, 0.673, -1.031], [0.219, 0.126, -1.642], [-0.388, 1.772, -1.956], [-0.832, 2.318, 1.460], [0.313, 3.250, 0.824], [-2.542, -2.131, 0.387], [-1.224, -1.919, 0.391], [-0.432, -2.321, -0.695], [-3.113, -2.155, 1.308], [-3.052, -2.461, -0.513], [-0.658, -1.694, 1.286], [0.465, -2.505, -0.367]],
  "atomic_forces_ev_per_a": [[0.3, -0.2, 0.1], [-1.0, 0.6, 0.4], [-0.6, -0.2, -0.9], [1.7, 0.2, 0.4], [-0.1, 0.4, 0.3], [0.2, -0.4, 0.4], [-0.2, -0.2, 0.1], [-0.3, 0.2, -0.1], [0.0, 0.0, -0.3], [0.2, -0.3, -0.2], [-0.2, 0.0, 0.2], [0.2, 0.0, 0.1], [0.0, 0.1, -0.3], [-0.1, -0.3, -0.3], [0.5, 0.0, -0.1], [-0.1, -1.8, -0.3], [-0.1, 0.7, 0.6], [0.1, 0.7, -0.1], [0.2, 0.0, 0.1], [-0.1, 0.3, 0.1], [-0.5, 0.2, -0.2]],
  "nbo_charge": [-0.7065, 0.6567, -0.6289, -0.2996, -0.4114, -0.6463, 0.2302, 0.2470, 0.2091, 0.2122, 0.2157, 0.1974, 0.3526, 0.3680, -0.4907, 0.1239, -0.7037, 0.2145, 0.2095, 0.1726, 0.4777],
  "total_charge": 0,
  "e_lumo_ev": 0.6,
  "multiplicity": 1,
  "molar_mass_g_mol": 132.16,
  "max_force_ev_per_a": 1.867
}